--- i ---
The following is a DFT calculation (ωB97M-V with the def2-TZVPD basis set) of 2 unconnected molecules or ions with the total composition C4H12.

Each line ends with the natural charge from an NBO analysis.
Positions of all 16 atoms, in Å:
C: -1.162 -0.963 -1.694  -0.6058
C: -2.197 -0.966 -0.589  -0.6061
H: -1.320 -1.838 -2.345  0.1967
H: -1.367 -0.257 -2.398  0.1990
H: -0.198 -0.706 -1.416  0.2058
H: -2.196 0.096 -0.300  0.2004
H: -1.960 -1.686 0.240  0.2064
H: -3.169 -1.049 -0.966  0.2035
C: 1.873 1.291 0.496  -0.6220
C: 1.487 0.621 1.861  -0.6077
H: 2.040 0.637 -0.430  0.2062
H: 1.240 2.149 0.295  0.2065
H: 2.766 1.793 0.516  0.2014
H: 0.820 1.153 2.442  0.2084
H: 2.400 0.211 2.394  0.2093
H: 0.936 -0.395 1.527  0.1978

gap between HOMO and LUMO = 12.48 eV
multiplicity = 1
SMILES = CC.CC
LUMO level = 1.13 eV



--- ii ---
The following is a DFT calculation (ωB97M-V with the def2-TZVPD basis set) of 2 unconnected molecules or ions with the total composition C4H12.

Each line ends with the natural charge from an NBO analysis.
Positions of all 16 atoms, in Å:
C: 1.769 0.735 -1.727  -0.6182
C: 0.421 0.191 -1.257  -0.6131
H: 2.573 0.157 -1.272  0.2044
H: 1.827 0.726 -2.814  0.2066
H: 1.994 1.755 -1.409  0.2047
H: 0.498 -0.811 -0.837  0.2006
H: -0.023 0.801 -0.476  0.2073
H: -0.258 0.047 -2.095  0.2063
C: -1.479 -0.893 0.993  -0.6090
C: -0.715 -0.027 1.978  -0.6139
H: -1.954 -0.283 0.220  0.2018
H: -0.746 -1.538 0.515  0.2026
H: -2.308 -1.470 1.400  0.2090
H: -1.334 0.704 2.505  0.2034
H: 0.177 0.464 1.595  0.2057
H: -0.372 -0.641 2.823  0.2018

gap between HOMO and LUMO = 12.63 eV
multiplicity = 1
SMILES = CC.CC
LUMO level = 1.15 eV



Of all the structures shown, which is most stable? ii, and i is the least stable.